No. 1
ORCA calculation (ωB97M-V/def2-TZVPD) on a structure of composition C23H34CaClO22 in a non-equilibrium geometry.

XYZ file:
```
81
Properties=species:S:1:pos:R:3:forces:R:3
Ca 22.46338 7.37760 20.10785 0.06 -0.04 1.02
Cl 21.83589 9.28146 17.36228 0.88 -2.37 4.16
O 21.95554 8.65432 16.06577 -0.51 1.21 0.28
O 22.98634 8.94289 18.19411 1.04 1.25 -1.77
O 21.72852 10.73672 17.12543 0.05 -1.11 -0.57
O 20.80242 8.77404 18.22691 -1.43 0.90 -2.02
C 27.07456 9.59371 22.86385 0.69 -0.59 0.71
C 26.08379 9.66903 23.94863 1.57 -0.14 2.03
O 24.93537 9.11216 23.38667 -1.94 -0.30 1.30
C 24.99137 9.11777 22.10501 -1.38 1.01 -3.82
O 24.01362 8.82358 21.35708 4.29 0.83 2.13
O 26.25196 9.67410 21.75179 -2.74 -1.26 -2.36
H 27.50125 8.59907 22.99319 0.87 0.08 -0.91
H 27.75949 10.43868 22.93445 0.24 -0.45 -0.49
H 26.11357 10.71506 24.25363 -1.52 -0.12 0.51
H 26.37446 8.94547 24.71025 -0.09 0.76 0.62
C 17.55960 2.90105 20.80724 -0.16 0.41 0.76
C 17.42721 4.42296 20.81933 -0.27 0.73 2.10
C 17.48160 5.17577 22.17731 0.93 -1.10 1.09
O 18.78648 5.76936 22.20421 0.27 2.49 0.19
C 19.22801 5.96051 20.97269 2.30 -2.00 -0.39
O 20.25063 6.57444 20.61495 -3.44 -1.41 0.80
O 18.59514 4.99646 20.23420 0.57 1.55 -2.60
H 16.63732 2.36444 20.58462 0.12 0.26 -0.76
H 17.74973 2.53487 21.81613 0.54 0.13 0.08
H 18.41548 2.68414 20.16809 -0.34 -0.48 -0.09
H 16.47554 4.83335 20.48167 0.35 -0.41 -1.46
H 17.59247 4.55876 23.06901 -1.05 -0.23 -0.09
H 16.69590 5.92840 22.24303 0.24 0.03 0.25
C 20.68332 7.31701 25.63473 1.69 -2.09 1.51
C 20.26647 8.52425 24.97275 -1.12 1.67 1.94
C 21.19206 9.71939 25.16659 -0.31 0.81 -1.06
O 21.69784 9.91781 23.84718 0.37 -0.17 -2.43
C 21.03340 9.14243 22.94299 1.13 -0.86 0.12
O 21.24501 9.00670 21.74995 -0.14 0.97 1.50
O 20.18471 8.36285 23.61155 -0.79 -0.18 -2.34
H 21.35123 6.73624 24.99856 -0.38 -0.35 -0.06
H 19.85768 6.74478 26.05779 0.16 -0.29 -0.42
H 21.32233 7.58039 26.47759 -0.12 0.01 0.32
H 19.28406 8.72579 25.39977 -0.22 0.62 -0.49
H 22.06488 9.58463 25.80543 -0.38 -0.02 0.22
H 20.63185 10.63970 25.33187 0.14 -0.11 0.84
C 28.10961 2.96890 20.93420 -1.39 0.16 -0.94
C 27.34462 4.30714 21.21886 0.98 -0.52 -1.38
C 27.89122 5.49647 20.47800 1.59 1.96 0.80
O 26.77657 6.28999 20.10598 -0.62 1.07 -0.79
C 25.69179 5.55070 20.15107 -1.48 2.88 -0.30
O 24.57004 6.04415 19.89660 2.38 -2.17 0.64
O 26.07239 4.37602 20.55510 -3.27 -3.61 0.63
H 28.10704 2.68345 19.88225 0.20 1.00 -0.54
H 27.52934 2.09288 21.22399 0.24 0.14 1.26
H 29.15868 2.97159 21.23005 -0.32 0.05 0.51
H 27.19363 4.44560 22.28943 -0.01 0.15 -0.11
H 28.44650 5.24140 19.57540 0.18 -0.04 0.23
H 28.34492 6.26048 21.10932 1.30 -0.73 -0.02
C 20.04787 1.84803 16.47463 0.59 0.61 1.05
C 20.69167 3.24421 16.52208 -1.13 -1.17 -2.55
C 19.72547 4.41130 16.30600 1.03 -0.45 -0.82
O 20.39179 5.43037 17.01091 1.77 1.28 2.46
C 21.35778 4.92588 17.85382 -1.22 0.72 0.68
O 22.00832 5.61450 18.66195 -1.50 -2.15 -2.64
O 21.35899 3.57827 17.72272 0.99 1.22 1.27
H 19.45699 1.63974 15.58268 0.02 0.57 -0.07
H 19.41142 1.76549 17.35565 -0.01 -0.50 0.00
H 20.86483 1.12660 16.45943 -0.24 -0.22 0.39
H 21.43293 3.19660 15.72435 0.27 0.55 0.01
H 18.71420 4.20172 16.65462 0.04 0.33 0.23
H 19.76152 4.81601 15.29456 -0.58 -0.71 -0.20
C 26.24442 5.14354 24.84507 0.11 -1.14 0.05
C 25.04992 4.74324 23.95649 1.72 0.12 1.21
C 23.86547 4.52687 24.86317 0.52 -1.71 0.63
O 22.79495 5.08256 24.10996 -1.61 -1.33 2.04
C 23.28722 5.76727 23.13956 0.29 0.23 -0.64
O 22.68499 6.29154 22.27157 -1.78 1.18 -1.44
O 24.57622 5.78145 23.20315 2.01 2.86 -2.01
H 26.27579 4.25812 25.48002 0.48 0.08 0.52
H 26.09880 6.01068 25.48924 -0.62 -0.02 -0.16
H 27.25924 5.25830 24.46417 -0.26 -0.17 -0.73
H 25.24226 3.99781 23.18483 0.32 -0.85 0.74
H 24.08771 4.98552 25.82669 -0.75 0.60 -0.10
H 23.70034 3.47176 25.08128 -0.40 0.06 -0.23
```
Positions in Å, forces in eV/Å.

Output
Orbital gap (alpha / beta) = 0.4278 / 0.1817 Eh
Multiplicity = 2
F_max = 4.9 eV/A
HOMO energy (alpha / beta) = -15.36 / -15.36 eV
Net charge = +2

Löwdin charges in e: 1.52 0.77 -0.08 -0.34 -0.02 -0.26 -0.16 -0.13 0.11 -0.42 0.00 0.08 0.13 0.16 0.15 0.14 0.01 -0.28 -0.05 0.08 -0.44 0.00 0.06 0.09 0.08 0.08 0.15 0.14 0.14 -0.01 -0.37 -0.04 0.07 -0.48 0.06 0.12 0.08 0.10 0.10 0.16 0.14 0.14 0.01 -0.25 -0.07 0.09 -0.53 0.02 0.11 0.09 0.09 0.10 0.12 0.15 0.14 0.00 -0.32 -0.08 0.05 -0.41 -0.03 0.12 0.10 0.08 0.09 0.16 0.14 0.15 0.00 -0.32 -0.05 0.14 -0.63 0.09 0.12 0.10 0.09 0.08 0.16 0.14 0.15

***

No. 2
ORCA calculation (ωB97M-V/def2-TZVPD) on the molecule C3H7ClS2Si in a non-equilibrium geometry.

XYZ file:
```
14
Properties=species:S:1:pos:R:3:forces:R:3
C 2.33383 -0.45258 -0.97010 2.33 1.77 1.21
Si 1.13417 -0.07548 0.42970 0.84 0.60 0.65
Cl 2.23440 0.30598 2.40635 -1.13 -0.47 -2.08
S -0.35739 -1.60781 0.68157 0.43 0.77 -0.64
C -1.79657 -0.42359 0.43915 1.13 -0.30 -0.35
C -1.35573 0.90229 1.04199 -1.82 1.10 -1.36
S -0.07679 1.67527 -0.05601 0.28 -1.18 0.56
H 2.31581 0.32934 -1.73157 -0.62 -0.15 -0.14
H 3.44144 -0.41976 -0.71832 -1.28 -0.07 0.39
H 2.20739 -1.40782 -1.37349 -0.64 -1.41 -0.78
H -2.49403 -1.08462 0.98404 -0.56 1.25 -0.38
H -2.04386 -0.13335 -0.64095 0.18 -1.28 1.39
H -2.24336 1.57100 1.06455 0.63 -0.12 -0.02
H -0.90196 0.91540 1.98664 0.23 -0.52 1.56
```
Positions in Å, forces in eV/Å.

Output
Orbital gap = 0.3634 Eh
SMILES = C[Si]1(Cl)SCCS1
F_max = 3.2 eV/A
HOMO energy = -9.50 eV
Relative energy (zero: lowest compared OMol25 entry of this formula, charge and spin) = 7.3 kcal/mol
Net charge = 0

natural (NBO) charges in e: -1.15 1.27 -0.44 -0.20 -0.50 -0.52 -0.18 0.26 0.26 0.25 0.24 0.24 0.24 0.23

***

No. 3
ORCA calculation (ωB97M-V/def2-TZVPD) on a structure of composition C11H15ClN5O6RhS in a non-equilibrium geometry.

XYZ file:
```
40
Properties=species:S:1:pos:R:3:forces:R:3
Rh -0.52642 0.42257 -0.33389 0.53 -1.70 0.43
C -5.20701 1.82660 -2.34220 0.05 -0.08 0.09
O -4.39509 0.88014 -1.59029 -0.02 0.06 -0.09
C -3.14174 1.10069 -1.38343 0.00 -0.21 0.09
O -2.48905 0.21180 -0.77935 -0.40 0.46 0.26
N -2.54256 2.21642 -1.83139 0.00 0.05 -0.03
N -1.20950 2.40313 -1.43174 0.04 0.36 0.37
H -6.18011 1.35739 -2.41687 -0.01 0.01 0.00
H -4.78271 1.96707 -3.33480 -0.01 0.03 -0.01
H -5.28898 2.75696 -1.78156 -0.01 0.02 -0.04
H -3.07407 3.01002 -2.15959 0.00 0.01 0.01
H -1.19696 3.05812 -0.64468 0.08 0.05 -0.09
H -0.64921 2.77663 -2.18979 -0.09 -0.12 -0.11
C -0.62314 -4.58884 0.69224 0.11 0.08 0.02
N 0.48690 -3.65938 0.93648 0.23 -0.08 0.14
C 1.63947 -3.95699 1.64126 -0.26 -0.14 -0.10
C 2.39761 -2.85596 1.66013 -0.03 0.33 -0.12
N 1.70715 -1.85500 0.94920 0.03 -0.07 0.17
C 0.54140 -2.39528 0.51772 -0.25 -0.05 -0.13
S -0.75290 -1.77413 -0.42827 0.29 -0.16 -0.01
C 2.24628 -0.56138 0.70286 -0.10 -0.13 -0.04
C 3.45512 -0.24352 1.27693 -0.02 0.00 -0.10
C 4.08234 0.94343 0.92203 0.05 0.01 0.04
C 3.49472 1.76767 -0.00399 0.01 -0.08 0.03
C 2.24480 1.40805 -0.47703 -0.10 -0.01 -0.15
N 1.58730 0.28502 -0.12827 0.10 0.47 0.20
H -0.35940 -5.53955 1.14384 -0.04 -0.02 0.00
H -0.76143 -4.72131 -0.37854 -0.03 -0.02 0.01
H -1.52770 -4.19546 1.15153 -0.02 -0.02 -0.02
H 1.80292 -4.93463 2.05952 0.06 0.02 0.02
H 3.36549 -2.70282 2.09103 -0.01 -0.05 0.05
H 3.92784 -0.90045 1.98416 0.04 0.02 0.00
H 5.03458 1.20267 1.36450 0.00 0.00 0.00
H 3.95767 2.68914 -0.32933 0.00 0.00 0.01
H 2.12318 2.96001 -1.56474 -0.02 0.01 -0.01
O -0.44852 0.44065 1.87624 -0.39 -0.80 -1.33
Cl -0.10816 1.91738 1.62482 0.34 2.72 -0.03
O -1.31658 2.71772 1.72809 -0.02 -0.36 0.16
O 0.91876 2.35968 2.52868 -0.13 -0.57 0.29
O 1.56771 2.20573 -1.32152 0.03 -0.05 0.03
```
Positions in Å, forces in eV/Å.

Output
Orbital gap (alpha / beta) = 0.2291 / 0.2301 Eh
F_max = 2.7 eV/A
HOMO energy (alpha / beta) = -15.19 / -15.15 eV
Relative energy (zero: lowest compared OMol25 entry of this formula, charge and spin) = 3.5 kcal/mol
Net charge = +2

natural (NBO) charges in e: 1.02 -0.28 -0.42 0.93 -0.64 -0.46 -0.68 0.25 0.21 0.21 0.43 0.42 0.41 -0.42 -0.29 -0.01 -0.05 -0.34 0.26 0.20 0.42 -0.26 -0.05 -0.30 0.55 -0.52 0.25 0.24 0.25 0.27 0.26 0.25 0.26 0.26 0.52 -0.71 1.82 -0.80 -0.75 -0.67

***

No. 4
ORCA calculation (ωB97M-V/def2-TZVPD) on the molecule C4H5O2P in a non-equilibrium geometry.

XYZ file:
```
12
Properties=species:S:1:pos:R:3:forces:R:3
C 0.55685 -0.26589 -1.47292 0.33 -0.21 1.57
C 0.71569 0.42243 -2.59969 -0.74 2.13 -1.69
C 0.04284 0.57728 -0.18951 0.69 0.23 -1.20
C -0.60734 -0.31807 0.75041 -0.39 -0.88 -0.47
O -0.36530 -2.79276 -2.34705 1.00 -1.77 -0.61
O 0.56861 1.14398 -3.50227 0.56 -1.45 1.17
P -1.07732 -1.58710 -1.96304 -1.19 1.83 1.17
H 1.31284 -0.97340 -1.15596 0.04 -0.10 -0.32
H 0.96044 1.03900 0.19296 -0.20 0.15 0.05
H -0.62923 1.35221 -0.54714 0.00 0.14 0.02
H -0.03484 -1.07938 1.24646 0.11 -0.16 0.16
H -1.64638 -0.21779 0.99077 -0.20 0.10 0.14
```
Positions in Å, forces in eV/Å.

Output
Orbital gap (alpha / beta) = 0.2151 / 0.2938 Eh
F_max = 2.8 eV/A
HOMO energy (alpha / beta) = -6.63 / -8.20 eV
Relative energy (zero: lowest compared OMol25 entry of this formula, charge and spin) = 74.2 kcal/mol
Net charge = 0

natural (NBO) charges in e: -0.69 0.79 -0.41 -0.42 -1.04 -0.39 1.05 0.30 0.22 0.22 0.19 0.20

***

No. 5
ORCA calculation (ωB97M-V/def2-TZVPD) on the molecule C3H3F3N2O2S in a non-equilibrium geometry.

XYZ file:
```
14
Properties=species:S:1:pos:R:3:forces:R:3
O 0.64114 -0.77519 3.26592 1.80 -1.07 1.90
C 0.17937 -0.38536 2.25331 -1.94 1.03 1.15
S -1.36262 0.50760 2.32823 -0.57 0.63 1.32
N 0.67281 -0.50105 1.05850 0.86 -0.65 -4.05
N -0.04772 -0.24260 -0.09142 -3.91 0.89 -0.21
C 0.60695 -0.16094 -1.29231 0.98 -0.58 2.20
O 1.74303 -0.56669 -1.39777 -0.05 0.47 -0.41
C -0.19646 0.49335 -2.37307 0.45 3.18 -1.99
F -0.87270 -0.40848 -3.02542 -0.16 -0.84 -1.14
F -1.08016 1.38185 -1.92074 -0.38 -0.07 0.83
F 0.57927 1.31296 -3.24742 -0.81 -2.44 1.41
H -1.24935 0.54860 3.72730 -0.29 -0.14 -1.53
H 1.51356 -0.89014 0.70133 1.37 -0.80 1.05
H -1.12712 -0.31390 0.01357 2.66 0.40 -0.55
```
Positions in Å, forces in eV/Å.

Output
Orbital gap = 0.3800 Eh
SMILES = O=C(S)NNC(=O)C(F)(F)F
F_max = 4.2 eV/A
HOMO energy = -10.09 eV
Relative energy (zero: lowest compared OMol25 entry of this formula, charge and spin) = 22.0 kcal/mol
Net charge = 0

natural (NBO) charges in e: -0.58 0.54 -0.12 -0.46 -0.44 0.54 -0.54 0.91 -0.29 -0.31 -0.33 0.20 0.44 0.43

***

No. 6
ORCA calculation (ωB97M-V/def2-TZVPD) on the molecule C23H28N2O5.

XYZ file:
```
58
Properties=species:S:1:pos:R:3:forces:R:3
C -3.58674 -2.73135 -2.46209 -0.18 -0.09 0.11
C -4.80967 -2.62259 -1.55687 0.11 0.22 0.00
C -4.70703 -1.47586 -0.55144 0.07 -0.13 0.22
C -3.69052 -1.77004 0.55449 -0.18 -0.21 -0.42
O -3.50312 -0.67130 1.42956 0.06 0.29 0.21
C -2.77295 0.39502 1.02160 0.09 0.24 0.08
C -2.05961 0.47860 -0.17285 -0.14 -0.30 0.00
C -1.33976 1.61992 -0.47213 -0.07 0.24 0.16
C -1.31908 2.70326 0.39904 -0.31 -0.16 0.02
C -0.65121 3.97892 0.03284 -0.06 0.08 -0.13
O -1.16136 5.06612 0.21536 -0.09 0.07 0.15
N 0.55375 3.87664 -0.60732 0.15 0.44 -0.33
C 1.41494 2.77246 -0.64693 0.37 -0.38 0.12
C 1.62913 1.98763 0.48048 0.10 0.23 -0.22
C 2.47645 0.89522 0.43251 0.20 -0.25 -0.04
C 3.11657 0.56521 -0.75629 -0.11 0.24 -0.13
O 3.91817 -0.52815 -0.94224 -0.05 0.09 -0.13
C 4.35245 -1.26507 0.17880 0.29 0.05 0.24
C 3.29871 -1.94348 1.06218 0.15 -0.03 -0.17
O 3.45155 -1.93421 2.27129 0.23 0.16 0.20
N 2.26358 -2.57926 0.48042 -0.23 -0.15 0.02
C 1.93075 -2.66266 -0.92382 -0.24 0.13 -0.40
C 0.59455 -1.94472 -1.16067 0.30 0.00 -0.22
O -0.42602 -2.48240 -0.34871 -0.15 -0.16 -0.08
C -0.09021 -2.38755 1.02140 0.18 -0.14 0.26
C 1.21306 -3.13003 1.31712 -0.31 0.15 0.24
C 2.92793 1.36911 -1.88039 0.17 -0.25 0.18
C 2.09501 2.46509 -1.82382 -0.16 0.01 0.21
C -2.04749 2.62434 1.58463 0.15 0.03 -0.18
C -2.75034 1.48387 1.89932 -0.08 -0.22 -0.03
H -3.43836 -1.80269 -3.00985 0.06 0.10 -0.08
H -3.72607 -3.53290 -3.18383 0.07 -0.06 -0.11
H -2.68700 -2.94442 -1.89004 0.16 -0.01 0.01
H -4.95072 -3.56218 -1.01838 -0.10 -0.07 -0.01
H -5.69328 -2.46116 -2.17793 -0.04 -0.09 0.06
H -4.42352 -0.55819 -1.07109 -0.03 0.04 -0.01
H -5.68042 -1.30274 -0.08796 0.02 0.08 0.02
H -2.73517 -2.08945 0.12953 -0.02 0.01 0.07
H -4.06826 -2.56886 1.19931 0.08 0.04 -0.11
H -2.05828 -0.33609 -0.87832 -0.03 -0.14 -0.05
H -0.81256 1.67256 -1.41380 0.06 -0.02 -0.05
H 0.88615 4.73515 -1.02816 -0.14 -0.05 0.16
H 1.13146 2.23563 1.40513 -0.01 0.02 0.09
H 2.63431 0.31887 1.32961 0.02 -0.04 0.12
H 5.00638 -2.04194 -0.23177 -0.07 0.09 0.10
H 4.94680 -0.63229 0.85071 -0.15 -0.13 -0.07
H 2.70852 -2.22292 -1.54273 -0.07 -0.07 0.03
H 1.81656 -3.72233 -1.18408 0.02 0.08 -0.03
H 0.26658 -2.07864 -2.19294 0.06 0.05 0.01
H 0.71307 -0.87082 -0.95009 -0.01 -0.08 -0.04
H -0.91842 -2.83104 1.57565 0.03 0.06 0.03
H 0.01263 -1.32920 1.30489 -0.01 -0.06 0.01
H 1.50426 -3.00755 2.36042 -0.06 -0.07 -0.11
H 1.09490 -4.19388 1.08658 -0.01 0.04 0.04
H 3.44631 1.11203 -2.79036 0.08 -0.02 -0.12
H 1.95840 3.08553 -2.69702 -0.06 0.04 -0.11
H -2.05301 3.47314 2.25142 -0.03 0.09 0.06
H -3.31016 1.40958 2.81817 -0.07 -0.01 0.11
```
Positions in Å, forces in eV/Å.

Output
Orbital gap = 0.3272 Eh
SMILES = CCCCOc1ccc(C(=O)Nc2ccc(OCC(=O)N3CCOCC3)cc2)cc1
F_max = 0.6 eV/A
HOMO energy = -8.27 eV
Relative energy (zero: lowest compared OMol25 entry of this formula, charge and spin) = 48.0 kcal/mol
Net charge = 0

natural (NBO) charges in e: -0.61 -0.39 -0.43 -0.07 -0.49 0.32 -0.28 -0.17 -0.20 0.67 -0.60 -0.62 0.12 -0.21 -0.26 0.27 -0.50 -0.16 0.65 -0.63 -0.43 -0.25 -0.08 -0.54 -0.08 -0.26 -0.24 -0.22 -0.14 -0.27 0.20 0.21 0.21 0.19 0.21 0.21 0.21 0.19 0.19 0.22 0.22 0.41 0.23 0.23 0.22 0.21 0.24 0.20 0.20 0.18 0.20 0.18 0.25 0.20 0.23 0.22 0.23 0.23

***

No. 7
ORCA calculation (ωB97M-V/def2-TZVPD) on a cluster of 2 separate species, C9H14 in total in a non-equilibrium geometry.

XYZ file:
```
23
Properties=species:S:1:pos:R:3:forces:R:3
C -0.16330 -0.61658 -2.32405 -1.00 -2.65 -0.41
C 0.20341 0.38499 -1.32420 -2.08 1.88 0.89
C 1.47938 0.81705 -1.07666 0.21 -0.36 1.12
C 1.83112 1.72818 -0.02424 2.75 -3.18 -2.67
C 0.85712 2.26783 0.65907 -2.95 3.34 1.86
C -0.47992 2.12831 0.21071 -1.44 -0.17 0.25
C -0.85103 1.14598 -0.73032 3.42 1.38 2.15
H 0.63231 -0.70886 -3.04212 0.04 -0.21 -0.62
H -1.13156 -0.43161 -2.77469 0.11 0.98 -0.65
H -0.48304 -1.67926 -2.02684 1.29 1.18 0.58
H 2.20090 0.22672 -1.57795 1.19 -0.09 -0.41
H 2.90334 1.79953 0.23209 -0.76 0.26 -0.15
H 1.06406 2.99529 1.47462 -0.19 -0.67 -0.57
H -1.30795 2.78783 0.64309 1.35 -1.13 -0.41
H -1.86943 0.98497 -0.77657 -1.93 -0.60 -0.93
C -0.45201 -3.01253 2.40060 -0.52 1.90 1.78
C -1.69595 -2.93111 1.55078 -2.40 -0.39 -0.31
H -0.14130 -3.99031 2.42585 1.39 -2.12 0.24
H 0.29175 -2.31001 2.10112 0.94 -0.07 -1.42
H -0.41681 -2.59318 3.43832 -1.33 -0.88 -0.26
H -2.02027 -3.88399 0.92970 0.94 1.80 1.53
H -2.63216 -2.50731 2.03720 1.09 -0.90 -0.17
H -1.46277 -2.16261 0.86598 -0.10 0.69 -1.42
```
Positions in Å, forces in eV/Å.

Output
Orbital gap = 0.3657 Eh
SMILES = Cc1ccccc1.CC
F_max = 5.0 eV/A
HOMO energy = -9.02 eV
Relative energy (zero: lowest compared OMol25 entry of this formula, charge and spin) = 44.5 kcal/mol
Net charge = 0

natural (NBO) charges in e: -0.65 -0.02 -0.22 -0.20 -0.24 -0.19 -0.22 0.22 0.22 0.22 0.20 0.22 0.21 0.21 0.21 -0.63 -0.62 0.21 0.21 0.21 0.21 0.21 0.21